[1]
Density functional theory data (ωB97M-V with the def2-TZVPD basis set) for one molecule with the formula C5H6Cl2S.

The geometry in XYZ format:
```
14
Properties=species:S:1:pos:R:3
C 0.83 -0.66 0.29
C -0.57 -0.44 -0.44
C -1.25 0.89 0.10
C -2.73 0.61 0.04
Cl -3.81 1.97 0.00
C -3.19 -0.62 0.06
Cl -4.82 -1.04 0.08
S -1.72 -1.86 -0.06
H 0.60 -0.64 1.49
H 1.47 0.17 0.06
H 1.29 -1.68 0.02
H -0.73 -0.44 -1.55
H -0.86 1.70 -0.44
H -1.11 0.85 1.09
```

Properties
highest occupied orbital energy	-8.46	eV
SMILES string	C[C@@H]1CC(Cl)=C(Cl)S1
E	-41160.9341	eV
ΔE to the lowest compared entry with this formula, charge and spin	1.565	eV

Computed Mulliken charges, given in elementary charges: -1.037, -0.075, -0.856, 0.049, -0.188, 0.268, -0.165, -0.179, 0.274, 0.353, 0.314, 0.425, 0.442, 0.375

[2]
Density functional theory data (ωB97M-V with the def2-TZVPD basis set) for C43H44InN10OPSSe as an isolated structure.

The geometry in XYZ format:
```
102
Properties=species:S:1:pos:R:3
In 0.33 0.16 -1.15
N -2.57 -1.52 -4.11
C -1.96 -0.87 -3.10
S -0.54 0.05 -3.54
N -2.54 -0.97 -1.92
N -1.91 -0.33 -0.91
C -2.59 0.00 0.13
C -4.05 -0.20 0.27
C -4.61 -1.47 0.21
C -5.98 -1.64 0.34
C -6.80 -0.53 0.52
C -6.25 0.74 0.56
C -4.88 0.90 0.45
C -1.84 0.74 1.19
C -2.42 1.06 2.41
C -1.72 1.84 3.31
C -0.45 2.28 2.97
C 0.08 1.87 1.76
N -0.58 1.10 0.90
H -2.19 -1.49 -5.03
H -3.43 -2.00 -3.92
H -3.98 -2.33 0.03
H -6.41 -2.63 0.30
H -7.87 -0.66 0.62
H -6.89 1.60 0.69
H -4.45 1.90 0.49
H -3.42 0.72 2.63
H -2.16 2.11 4.26
H 0.13 2.92 3.63
H 1.08 2.18 1.46
C 3.45 0.67 2.10
C 2.26 -0.13 1.68
O 1.94 -0.22 0.48
N 1.56 -0.73 2.65
C 0.64 -1.83 2.42
C 1.22 -3.10 3.02
C 0.49 -3.87 3.91
C 1.10 -4.97 4.50
C 2.41 -5.25 4.16
C 3.05 -4.43 3.25
N 2.48 -3.37 2.68
H 3.69 1.40 1.33
H 4.30 -0.01 2.22
H 3.29 1.17 3.05
H 1.95 -0.66 3.58
H 0.53 -1.93 1.34
H -0.33 -1.61 2.85
H -0.53 -3.60 4.17
H 0.57 -5.58 5.21
H 2.94 -6.09 4.60
H 4.09 -4.62 2.97
N 1.49 2.59 -3.06
P 0.49 2.77 -1.70
C -0.97 3.62 -2.30
C -0.88 4.90 -2.84
C -2.02 5.54 -3.30
C -3.26 4.91 -3.19
C -3.35 3.65 -2.63
C -2.21 3.00 -2.19
C 1.33 3.92 -0.59
C 2.71 3.79 -0.40
C 3.35 4.56 0.57
C 2.62 5.44 1.35
C 1.25 5.57 1.16
C 0.60 4.82 0.20
C 2.49 1.62 -3.12
C 3.52 1.72 -4.05
C 4.51 0.76 -4.05
C 4.46 -0.27 -3.12
C 3.41 -0.30 -2.24
N 2.42 0.62 -2.24
H 1.57 3.33 -3.74
H 0.08 5.41 -2.90
H -1.95 6.53 -3.73
H -4.15 5.42 -3.54
H -4.32 3.16 -2.55
H -2.28 2.00 -1.78
H 3.29 3.11 -1.00
H 4.42 4.47 0.70
H 3.12 6.04 2.10
H 0.68 6.28 1.76
H -0.47 4.93 0.05
H 3.54 2.55 -4.75
H 5.32 0.82 -4.76
H 5.23 -1.03 -3.08
H 3.30 -1.08 -1.50
C -1.75 -3.85 0.00
N -0.41 -4.40 0.10
C -0.05 -5.53 0.81
C 1.28 -5.70 0.63
N 1.71 -4.68 -0.17
C 3.10 -4.45 -0.56
C 0.68 -3.88 -0.50
Se 0.68 -2.52 -1.79
H -2.47 -4.65 0.17
H -1.89 -3.43 -0.99
H -1.89 -3.07 0.74
H -0.77 -6.11 1.36
H 1.94 -6.46 1.00
H 3.63 -5.40 -0.50
H 3.55 -3.73 0.13
H 3.13 -4.07 -1.57
```

Properties
highest occupied orbital energy	-12.57	eV
E	-152889.9386	eV
charge	+2
ΔE to the lowest compared entry with this formula, charge and spin	0.000	eV

Mulliken population analysis, charges in e, atoms 1 to 99: 1.713, -0.415, 0.743, -0.446, -1.576, 1.258, 0.422, -0.279, -0.017, -0.916, -0.543, -1.038, -0.203, -0.006, -0.651, -1.303, -1.781, -0.442, 1.402, 0.206, 0.225, 0.540, 0.451, 0.437, 0.440, 0.586, 0.715, 0.510, 0.637, 0.821, -1.683, 0.151, 0.132, 0.271, 1.249, -0.055, -0.832, -0.539, -0.547, -0.457, -0.162, 0.202, 0.433, 0.489, 0.321, -0.926, 0.301, 0.496, 0.470, 0.460, 0.421, 0.360, 1.014, 0.248, -0.389, -0.816, -0.668, -1.037, -0.461, 0.214, -0.469, -0.658, -0.585, -0.752, -0.847, 0.048, -1.127, -0.592, -1.122, -0.446, 0.660, 0.338, 0.477, 0.444, 0.431, 0.567, 0.688, 0.431, 0.491, 0.439, 0.463, 0.487, 0.519, 0.451, 0.511, 0.481, -0.920, 0.523, -0.393, -0.849, 0.345, -1.012, -0.323, 0.017, 0.415, 0.284, 0.297, 0.523, 0.557

[3]
Density functional theory data (ωB97M-V with the def2-TZVPD basis set) for one molecule with the formula C2H2IN3.

The geometry in XYZ format:
```
8
Properties=species:S:1:pos:R:3
C 0.92 0.76 -0.02
C -1.34 -0.23 0.02
N -0.07 1.49 -0.01
N -0.46 -1.10 -0.01
N 0.79 -0.64 -0.08
I -3.34 -0.08 0.03
H 1.95 1.09 0.00
H 1.54 -1.30 0.07
```

Properties
highest occupied orbital energy	-9.18	eV
E	-14673.8663	eV
ΔE to the lowest compared entry with this formula, charge and spin	2.864	eV

Computed Mulliken charges, given in elementary charges: 0.052, -0.029, -0.528, -0.394, 0.035, 0.230, 0.384, 0.251

[4]
Density functional theory data (ωB97M-V with the def2-TZVPD basis set) for a 7-piece molecular cluster, C16H50N4O7 overall.

The geometry in XYZ format:
```
77
Properties=species:S:1:pos:R:3
C 5.57 0.73 1.94
O 4.20 0.40 2.33
C 3.20 1.36 2.02
C 1.86 0.98 2.73
C 1.38 -0.42 2.30
N 0.89 2.00 2.45
H 6.15 -0.12 2.34
H 5.88 1.69 2.30
H 5.62 0.66 0.86
H 3.42 2.36 2.43
H 2.94 1.41 0.89
H 2.05 1.07 3.77
H 0.62 -0.78 2.98
H 2.24 -1.10 2.43
H 0.97 -0.41 1.29
H 0.18 1.83 3.17
H 0.38 1.74 1.58
C 6.02 -3.43 -2.90
O 5.40 -2.55 -1.98
C 4.47 -3.08 -1.08
C 3.06 -2.51 -1.28
C 3.18 -1.03 -1.07
N 2.14 -3.22 -0.45
H 6.75 -2.93 -3.51
H 5.20 -3.80 -3.57
H 6.57 -4.34 -2.52
H 4.51 -4.19 -1.19
H 4.76 -2.84 -0.06
H 2.89 -2.71 -2.33
H 4.03 -0.63 -1.64
H 3.25 -0.90 0.02
H 2.27 -0.52 -1.39
H 1.20 -2.95 -0.71
H 2.23 -2.86 0.53
C -5.18 6.02 -0.07
O -4.40 4.82 -0.17
C -3.17 4.82 0.49
C -2.38 3.67 -0.05
C -2.18 3.77 -1.61
N -3.12 2.42 0.30
H -6.18 5.81 -0.40
H -4.77 6.81 -0.75
H -5.16 6.41 0.95
H -2.54 5.71 0.29
H -3.28 4.74 1.57
H -1.48 3.68 0.53
H -3.12 3.89 -2.13
H -1.70 2.90 -2.06
H -1.52 4.64 -1.82
H -3.40 2.51 1.28
H -3.90 2.05 -0.20
C -5.55 -2.21 0.06
O -4.33 -1.76 -0.46
C -3.26 -1.69 0.38
C -2.57 -3.05 0.57
C -1.36 -2.92 1.43
N -2.17 -3.61 -0.74
H -5.99 -1.45 0.63
H -5.41 -3.07 0.72
H -6.14 -2.51 -0.82
H -2.55 -1.05 -0.10
H -3.55 -1.27 1.35
H -3.23 -3.74 1.05
H -0.85 -3.84 1.52
H -1.66 -2.74 2.46
H -0.64 -2.14 1.13
H -1.48 -4.34 -0.60
H -2.96 -3.95 -1.28
O -0.24 -1.44 -1.88
H -0.98 -2.06 -1.80
H -0.35 -0.84 -1.12
O -0.61 1.00 -0.35
H -0.35 1.44 -1.20
H -1.55 1.28 -0.20
O -0.21 1.17 -3.19
H 0.72 0.90 -3.10
H -0.75 0.38 -3.29
```

Properties
highest occupied orbital energy	-8.85	eV
SMILES string	COC[C@H](C)N.COC[C@H](C)N.COC[C@H](C)N.COC[C@H](C)N.O.O.O
E	-37693.5466	eV
ΔE to the lowest compared entry with this formula, charge and spin	0.770	eV

Computed Mulliken charges, given in elementary charges: -0.747, -0.326, -0.660, 0.041, -0.964, -0.753, 0.245, 0.320, 0.278, 0.461, 0.033, 0.639, 0.598, 0.353, -0.111, 0.324, 0.275, -0.728, -0.289, -0.939, 0.537, -0.511, -0.713, 0.257, 0.309, 0.270, 0.434, 0.271, 0.317, 0.581, -0.099, -0.223, 0.273, 0.306, -0.805, -0.267, -0.987, 0.530, -1.149, -0.569, 0.243, 0.294, 0.315, 0.390, 0.475, 0.185, 0.327, 0.263, 0.323, 0.204, 0.192, -0.752, -0.396, 0.175, 0.383, -1.439, -0.546, 0.306, 0.319, 0.248, -0.462, 0.386, 0.355, 0.569, 0.476, -0.013, 0.225, 0.205, -0.660, 0.328, 0.293, -0.462, 0.218, 0.267, -0.663, 0.274, 0.343

Which of these has the highest highest occupied orbital energy?
C5H6Cl2S